No. 1
C13H28Cl4LiN2O6 | ωB97M-V with the def2-TZVPD basis set

Summary:
**LUMO**: 0.0561 Eh
**Calculated total energy**: -2921.211533 hartree
**Charge**: -1
**HOMO level**: -3.96 eV
**Max |F|**: 5.89 eV/A
**Kohn-Sham gap**: 0.2017 Eh

```
54
Properties=species:S:1:pos:R:3:forces:R:3:nbo_charge:R:1
Cl -1.88391 -5.13987 -0.14901 -0.51 -0.08 -0.15 0.063
Cl -4.71767 -4.52168 -0.12833 0.17 -0.09 -0.14 0.043
Cl -3.06671 -3.68976 -2.36241 -0.09 -0.27 0.32 0.079
Cl -3.67667 -6.50064 -1.98032 0.02 0.12 0.09 0.027
O -0.56091 1.67061 -0.81238 0.20 3.23 4.91 -0.802
O -4.07538 5.16612 2.81482 1.78 0.14 0.59 -0.992
O 0.15245 -4.40779 -2.59944 0.24 -0.03 -0.24 -0.548
O 0.16778 1.17013 1.28573 -1.21 2.80 -0.57 -0.769
O -0.51108 -1.96933 -0.46111 0.07 -0.42 0.15 -0.569
O 2.27893 -3.31189 -0.62969 -0.18 -0.34 -0.14 -0.550
N 1.03633 4.96330 1.59951 1.08 1.47 0.21 -0.486
N 0.04460 4.60255 0.67762 -1.43 -0.64 -0.54 -0.503
C 0.19782 -4.76026 -3.96677 -0.08 0.25 0.34 -0.247
C -3.33550 -4.96222 -1.15530 0.23 0.28 -0.07 -0.212
C -5.10241 4.33948 2.57534 -0.96 -1.06 -0.25 -0.199
C 2.95424 3.67569 0.39107 0.86 0.49 -0.27 -0.431
C 1.76113 -2.14440 -1.28004 -0.09 0.23 0.38 -0.090
C -0.37457 2.03915 0.50001 1.08 -4.43 -2.67 0.710
C -1.31381 -1.59935 0.64331 -0.08 0.16 -0.27 -0.246
C 1.11387 -5.12046 -1.82843 -0.59 0.35 0.21 -0.095
C 3.89842 2.90233 1.43858 -0.54 0.29 -0.65 -0.620
C -0.77738 3.45223 1.13182 -1.00 -0.91 -0.60 -0.291
C 2.39133 5.06134 0.98540 1.39 -0.23 0.43 -0.240
C 0.77961 -1.36094 -0.41774 -0.12 -0.04 -0.69 -0.112
C 1.37138 -4.40462 -0.50521 0.45 0.14 -0.10 -0.092
Li -1.53601 4.14434 3.44455 -1.53 0.70 -0.41 0.925
H 1.17497 -4.50376 -4.39212 0.03 -0.14 -0.08 0.163
H 3.11359 5.35066 1.84321 -1.18 -0.34 -1.27 0.193
H 4.47300 2.11049 0.83973 -0.88 0.92 1.16 0.213
H 0.79996 5.94459 1.86276 0.37 -0.93 -0.13 0.337
H -6.11921 4.71880 2.80837 -0.05 0.51 0.22 0.087
H 1.34206 -2.39263 -2.25722 -0.19 -0.02 0.10 0.182
H -5.24095 3.99550 1.52909 0.30 0.13 -0.37 0.091
H 1.14947 -1.31928 0.61196 0.01 0.07 -0.02 0.178
H 0.40067 4.48614 -0.27896 -0.29 -0.20 0.65 0.373
H 0.67880 -0.34261 -0.80771 0.13 0.06 0.24 0.236
H -2.28343 -2.09252 0.54133 0.07 -0.06 -0.11 0.164
H 1.86383 -5.11176 0.17019 0.08 0.00 -0.10 0.176
H 2.63253 -1.50741 -1.46163 -0.02 -0.08 0.15 0.180
H 2.15087 2.96964 -0.00351 0.87 1.02 0.66 0.251
H 3.22469 2.43535 2.24239 1.27 0.57 -1.11 0.230
H -5.11102 3.37023 3.11737 0.24 -0.18 0.30 0.077
H 0.70406 -6.11886 -1.63298 0.17 -0.18 0.05 0.165
H 2.47981 5.93641 0.22961 -0.38 -1.48 0.81 0.169
H 2.05379 -5.21324 -2.38316 0.07 -0.01 0.04 0.172
H 3.61741 3.95351 -0.51365 -1.06 -0.40 1.31 0.193
H -1.90868 3.58958 0.92615 1.75 0.18 0.21 0.240
H -1.46341 -0.51773 0.66378 0.09 -0.04 0.14 0.215
H -0.56475 -4.18198 -4.49262 0.01 -0.06 0.14 0.194
H -0.00657 -5.82683 -4.09922 0.06 -0.11 -0.12 0.160
H 4.66582 3.63430 1.88756 -1.20 -1.14 -0.54 0.188
H -0.63696 3.36752 2.27475 0.54 -0.41 -2.00 0.068
H -0.85223 -1.93590 1.57901 0.02 0.12 0.11 0.150
H 0.44598 -4.09231 -0.01608 0.02 0.09 -0.30 0.203
```
Forces are in eV/Å.

***

No. 2
C13H28F6N6O7S2 | ωB97M-V with the def2-TZVPD basis set

Summary:
**LUMO**: -0.0583 Eh
**Calculated total energy**: -2762.733127 hartree
**Charge**: 0
**HOMO level**: -8.22 eV
**Max |F|**: 9.36 eV/A
**Kohn-Sham gap**: 0.2439 Eh
**Energy above the lowest of the compared OMol25 structures with the same formula, charge and spin**: 358.6 kJ/mol

```
62
Properties=species:S:1:pos:R:3:forces:R:3:nbo_charge:R:1
S 11.52937 18.10446 5.91330 -6.76 -4.52 4.64 2.171
S 13.40540 17.63333 4.29481 -1.11 -0.40 -0.92 2.131
F 9.63222 18.88006 7.72154 0.77 0.36 -0.33 -0.313
F 16.01387 16.88353 4.08757 -0.89 -0.31 -0.36 -0.323
F 11.53806 19.93178 7.95249 -0.62 0.33 -0.45 -0.334
F 15.37257 17.06270 6.11804 -0.61 0.64 -0.38 -0.311
F 10.15611 20.38501 6.24714 0.34 0.36 0.75 -0.332
F 15.82272 18.79870 4.88932 -0.39 1.46 0.42 -0.327
O 13.40567 18.14167 2.95729 0.99 1.08 0.14 -0.924
O 10.48480 17.79246 4.91792 1.22 0.39 1.66 -0.935
O 12.90668 16.26610 4.32828 1.17 1.58 1.29 -0.865
O 18.93770 26.46302 3.74499 0.73 1.82 -0.29 -0.642
O 11.87613 17.05969 6.93335 -0.77 2.15 -2.07 -0.944
O 16.89196 23.71640 10.64148 0.97 0.59 0.53 -0.631
O 10.10885 27.72710 6.77920 -2.63 0.86 2.48 -0.648
N 8.86697 29.36504 7.84795 0.14 -1.34 -1.12 -0.424
N 12.67551 18.81949 5.32777 5.80 0.36 -3.26 -1.200
N 14.61075 23.15622 5.46139 -0.43 -0.41 0.26 -0.848
N 13.91055 23.55648 -0.23068 2.98 -3.36 -5.38 -0.358
N 19.20084 28.77840 3.85632 0.20 1.06 0.02 -0.428
N 19.09466 23.34180 11.20481 -0.90 0.26 -0.98 -0.427
C 9.39795 30.38015 6.98034 0.75 0.72 0.16 -0.423
C 15.01830 22.22164 -2.28664 -0.66 0.56 0.60 -0.723
C 15.23510 17.62171 4.90158 0.49 -1.69 0.13 0.755
C 18.72202 29.07026 5.22905 -0.01 -0.93 -0.59 -0.420
C 20.19779 23.71023 12.06629 0.24 -0.67 -0.40 -0.400
C 14.42082 22.97621 -1.16999 -2.56 3.76 5.03 0.300
C 19.33551 27.54552 3.28408 -1.34 -0.97 0.82 0.529
C 17.89335 23.98147 11.29962 0.08 -1.09 -0.09 0.536
C 9.17780 28.07679 7.57312 2.03 -0.74 -2.74 0.523
C 19.24252 22.25825 10.24017 0.00 -0.57 -0.04 -0.427
C 10.65999 19.43515 7.05616 0.53 -1.47 -1.25 0.752
C 19.74066 30.00185 3.18806 0.23 -1.36 0.31 -0.408
C 7.74118 29.70845 8.65560 0.22 0.47 1.45 -0.411
H 14.33803 22.18379 5.47173 0.22 -0.98 0.08 0.468
H 19.96741 29.80070 2.14105 0.06 -0.14 0.10 0.212
H 14.59474 23.48893 6.41489 -0.14 0.31 0.50 0.457
H 19.42116 29.68120 5.80007 0.24 0.12 -0.35 0.200
H 20.66061 30.21802 3.73124 0.07 0.54 -0.25 0.197
H 7.48905 28.91181 9.35553 -0.11 -0.29 -0.39 0.217
H 19.89598 24.45931 12.79833 -0.12 -0.39 0.16 0.213
H 21.05863 24.12783 11.54410 -0.08 0.07 -0.38 0.194
H 15.54166 23.27893 5.08933 0.31 0.05 -0.48 0.460
H 15.63413 22.80393 -2.97206 0.13 0.24 0.47 0.256
H 19.75826 27.58969 2.26844 0.15 0.16 0.12 0.118
H 18.32190 21.69696 10.08044 -0.29 0.39 0.37 0.233
H 19.06119 30.85399 3.20476 -0.17 -0.23 0.31 0.208
H 8.10262 30.48876 9.32536 -0.31 0.40 0.04 0.201
H 17.97376 24.68189 12.14528 -0.65 0.41 -0.19 0.105
H 8.46379 27.35232 7.99448 0.40 -0.05 0.32 0.128
H 19.54211 22.55918 9.23629 0.27 0.42 0.10 0.199
H 20.52850 22.75831 12.48171 0.23 0.32 0.73 0.201
H 6.84704 30.07441 8.15094 0.10 -0.15 -0.36 0.199
H 9.65456 31.22735 7.61634 -0.13 0.34 -0.27 0.196
H 19.94895 21.50936 10.59825 0.24 0.25 0.14 0.204
H 8.70087 30.66513 6.19232 -0.27 0.11 0.14 0.196
H 15.59551 21.44956 -1.77791 -0.13 -0.42 -0.68 0.264
H 18.60581 28.14584 5.79477 -0.17 -0.05 -0.26 0.231
H 14.15384 21.91630 -2.87620 0.25 -0.79 0.02 0.263
H 10.31300 30.07024 6.47562 -0.15 -0.34 0.29 0.246
H 17.77188 29.60075 5.16634 -0.04 -0.05 0.09 0.202
H 13.88133 23.58590 4.91055 -0.09 0.77 -0.39 0.461
```
Forces are in eV/Å.

***

No. 3
C13H28NO3P2Rh | ωB97M-V with the def2-TZVPD basis set

Summary:
**LUMO (spin up / spin down)**: 0.0143 / -0.0908 Eh
**Calculated total energy**: -1585.607485 hartree
**Charge**: 0
**<S²>**: 6.031
**HOMO level (spin up / spin down)**: -3.84 / -8.04 eV
**Max |F|**: 3.68 eV/A
**Kohn-Sham gap (spin up / spin down)**: 0.1553 / 0.2046 Eh
**Energy above the lowest of the compared OMol25 structures with the same formula, charge and spin**: 20.5 kJ/mol
**2S+1**: 5

```
48
Properties=species:S:1:pos:R:3:forces:R:3:nbo_charge:R:1
Rh 0.42361 -0.69592 0.96119 -1.10 1.34 -0.87 0.107
P 0.13578 1.43936 1.68501 1.64 1.37 -0.07 1.060
P 0.29739 -2.29655 -0.61603 1.25 -0.95 -2.27 1.004
O -1.64476 -2.40271 2.48677 1.14 0.56 -0.33 -0.541
O -3.15630 -0.47072 -2.32483 -1.44 -0.16 -1.02 -0.920
O -3.36925 3.33598 -1.17139 0.85 1.35 -0.02 -0.925
N 0.83608 0.50987 -1.03412 -0.76 -1.56 1.47 -0.588
C 0.40977 2.61327 0.24924 -1.00 -1.80 -0.84 -0.722
C 1.10833 2.58005 -2.22592 -0.35 0.60 1.64 -0.214
C 1.60039 1.98575 2.66269 0.01 0.41 0.15 -0.939
C 0.46013 -2.02797 3.45187 1.13 -0.15 0.63 -0.741
C 1.49772 1.91968 -3.36673 0.08 0.03 -0.57 -0.342
C -0.57207 -1.84483 2.39264 -3.32 -1.43 0.67 0.382
C 1.49588 0.51240 -3.33510 -0.68 -1.36 2.17 -0.284
C 0.80957 1.86805 -1.04403 0.31 2.80 -0.80 0.060
C 1.14374 -0.15619 -2.15869 1.01 0.32 -2.86 0.182
C -1.34165 2.05551 2.56621 0.17 0.48 -0.10 -0.956
C 1.18470 -1.67278 -2.14628 -0.07 -0.27 0.63 -0.732
C 1.15076 -3.82308 -0.12119 -0.20 -0.38 -0.27 -0.953
C -1.32248 -2.82421 -1.29260 -0.10 -0.13 0.54 -0.950
H -1.64235 1.39104 3.37357 0.14 -0.11 0.04 0.248
H 2.22749 -2.04285 -2.12521 -0.38 0.19 0.17 0.242
H -0.59869 2.97727 0.05806 -0.08 0.71 0.19 0.216
H -2.63606 3.97455 -1.31836 -0.98 -0.06 0.09 0.469
H 1.33126 -1.40234 3.27089 0.13 -0.12 0.25 0.238
H 2.16136 -3.55709 0.22607 -0.38 -0.14 -0.17 0.250
H 1.77673 2.41526 -4.26943 0.03 0.46 -0.32 0.201
H -1.16468 3.05810 2.96452 -0.01 -0.08 0.06 0.236
H -2.52584 -0.20644 -1.70061 2.05 0.53 1.31 0.459
H -1.86158 -3.22657 -0.42057 -0.16 0.04 -0.43 0.247
H -1.20682 -3.60096 -2.06583 0.11 0.20 0.35 0.236
H -2.84954 2.54942 -1.23240 0.22 -1.32 -0.11 0.459
H -3.91431 -0.00005 -1.97688 -0.72 -0.01 -0.30 0.471
H -1.10361 0.09831 1.15719 0.74 -0.11 -0.08 0.027
H 1.75826 -0.06172 -4.18557 0.19 -0.49 -0.71 0.199
H 1.04922 3.68858 -2.28169 0.04 -0.80 0.47 0.201
H 0.72700 -2.07406 -3.06260 0.07 0.06 0.30 0.241
H 1.99895 -0.81892 1.28393 0.06 0.36 0.18 -0.066
H -2.17448 2.11717 1.85914 0.13 -0.05 0.01 0.252
H 1.10998 3.40173 0.48955 -0.07 0.23 0.22 0.242
H 1.72845 1.54472 3.65905 -0.24 0.07 -0.26 0.237
H -1.89934 -1.99387 -1.72926 0.41 -0.50 0.31 0.270
H 0.02423 -1.78869 4.42869 -0.04 -0.10 -0.19 0.246
H 1.52483 3.08420 2.72224 0.17 -0.31 0.31 0.220
H 1.19144 -4.56486 -0.93731 0.06 0.17 0.41 0.231
H 2.48791 1.73766 2.06204 -0.35 0.02 0.12 0.255
H 0.57269 -4.22245 0.72718 0.29 -0.08 -0.24 0.238
H 0.76012 -3.08213 3.40490 0.00 0.14 0.17 0.244
```
Forces are in eV/Å.

***

No. 4
C13H28O5Zn | ωB97M-V with the def2-TZVPD basis set

Summary:
**LUMO**: 0.0163 Eh
**Calculated total energy**: -2667.603731 hartree
**Charge**: 0
**HOMO level**: -7.27 eV
**Max |F|**: 1.73 eV/A
**Kohn-Sham gap**: 0.2835 Eh

```
47
Properties=species:S:1:pos:R:3:forces:R:3:nbo_charge:R:1
Zn 9.84731 8.22943 -25.45180 -0.51 0.87 1.17 1.780
O 8.45241 7.36813 -24.40411 0.50 0.16 -0.93 -1.096
O 8.33063 9.19624 -26.55016 0.02 0.02 -0.53 -0.606
O 10.80486 9.91891 -25.13680 -0.40 -0.81 0.12 -1.097
O 11.59510 7.10404 -25.47063 -0.70 -0.52 -0.50 -0.631
O 9.72566 7.05685 -27.37907 0.54 -0.16 -0.08 -0.603
C 6.12967 10.01950 -26.66669 0.00 -0.04 -0.25 -0.724
C 7.29568 7.93746 -22.35208 0.02 0.06 -0.17 -0.636
C 7.71359 6.85299 -23.35819 0.54 0.50 -0.33 -0.010
C 13.74687 7.77459 -24.90474 -0.28 0.87 0.01 -0.743
C 13.01960 5.27724 -25.06486 0.06 -0.32 -1.29 -0.719
C 7.61403 10.06207 -26.98008 -0.98 0.26 0.29 0.643
C 9.16511 6.29054 -28.12704 -0.15 -0.06 -0.09 0.638
C 8.12804 11.24954 -27.73853 0.58 0.90 0.67 -0.737
C 10.90156 11.86912 -23.69419 -0.36 0.49 0.24 -0.633
C 12.71299 6.73909 -25.21603 0.66 0.12 1.60 0.651
C 9.92121 5.32597 -29.00823 0.19 -0.13 0.17 -0.720
C 7.66981 6.30348 -28.25576 -0.25 0.19 -0.19 -0.729
C 11.21926 11.23658 -25.03928 0.61 -1.02 -0.56 -0.015
H 9.87164 11.63904 -23.40880 0.09 -0.24 0.04 0.205
H 5.77816 11.02906 -26.45771 -0.08 -0.06 0.17 0.226
H 9.47878 5.28445 -30.00238 -0.06 -0.13 0.02 0.228
H 12.31622 11.21294 -25.18599 0.07 0.45 0.16 0.121
H 13.94672 4.99182 -25.56933 0.17 0.27 0.17 0.228
H 12.23249 4.74120 -25.59819 -0.12 -0.16 0.49 0.235
H 8.16974 11.10901 -28.81569 0.02 -0.17 -0.03 0.242
H 10.98531 5.54016 -29.08932 -0.08 0.35 0.10 0.236
H 7.45384 6.77856 -29.22072 -0.04 0.06 0.07 0.231
H 13.11271 4.97725 -24.02450 -0.19 0.12 0.12 0.251
H 7.19597 5.32353 -28.30768 0.25 -0.13 0.10 0.234
H 7.23561 6.89527 -27.45440 0.02 -0.01 0.06 0.259
H 6.37754 8.41977 -22.69974 -0.21 -0.24 0.29 0.188
H 5.93628 9.33174 -25.84648 0.12 0.11 0.11 0.251
H 10.86781 11.83009 -25.90098 -0.35 0.28 0.22 0.112
H 5.54338 9.66575 -27.52090 0.20 0.05 -0.15 0.233
H 9.86009 4.33744 -28.54303 -0.25 -0.04 -0.13 0.243
H 6.78247 6.40384 -23.74478 0.01 -0.12 0.00 0.119
H 7.55388 12.15218 -27.51679 -0.44 -0.25 -0.25 0.224
H 8.25694 6.03146 -22.86511 0.00 0.07 0.27 0.120
H 14.56991 7.50076 -24.25113 0.22 -0.48 -0.44 0.224
H 9.11000 11.51480 -27.33296 0.18 -0.48 -0.38 0.258
H 11.58499 11.52677 -22.91606 -0.14 -0.30 0.00 0.197
H 7.99708 8.77328 -22.30418 0.43 -0.36 0.00 0.211
H 14.04474 8.17544 -25.87924 0.49 -0.06 0.17 0.251
H 10.95814 12.96357 -23.65904 0.19 0.00 -0.39 0.192
H 13.25001 8.61714 -24.41264 -0.25 -0.10 -0.19 0.274
H 7.19625 7.50088 -21.35578 -0.35 0.21 0.05 0.193
```
Forces are in eV/Å.